ORCA calculation (ωB97M-V/def2-TZVPD) on a structure of composition C18H26O5 at a distorted geometry.

Properties
electronic energy: -29308.467 eV
max |F|: 18.4 eV/Å
HOMO-LUMO gap: 9.1 eV
energy relative to the best compared isomer or geometry (same formula, charge and spin): 415.9 kcal/mol

Each line ends with the Löwdin charge.
CARTESIAN COORDINATES (ANGSTROEM)
C (-2.998, 2.740, 0.835)  -0.0937
C (-2.301, 2.919, 2.086)  -0.3796
H (-2.707, 2.202, 2.799)  0.1068
H (-2.320, 3.997, 2.536)  0.1592
O (-0.912, 2.827, 2.119)  -0.0471
C (-0.666, 1.342, 2.299)  -0.1233
O (-1.564, 0.407, 2.497)  0.0439
C (1.031, 1.201, 2.055)  -0.0682
C (1.472, 0.020, 2.961)  -0.4424
O (1.919, 0.138, 3.936)  0.2717
O (1.196, -1.345, 2.452)  -0.0637
C (1.475, -2.361, 3.232)  -0.2416
C (0.168, -2.424, 4.113)  0.0130
H (0.258, -1.930, 4.901)  -0.0333
H (-0.666, -2.530, 3.651)  -0.0031
H (0.277, -3.636, 4.746)  0.1726
H (1.215, -3.112, 2.377)  0.1772
H (2.201, -2.284, 3.697)  -0.0023
H (1.542, 1.988, 2.283)  0.0825
C (1.141, 0.773, 0.616)  -0.1306
C (2.744, 0.837, 0.292)  -0.1227
C (2.944, 0.316, -1.064)  -0.2559
O (2.659, -0.959, -1.565)  -0.0642
C (1.278, -1.292, -1.917)  -0.2896
C (1.368, -2.465, -2.130)  -0.0012
C (-0.140, -2.969, -2.616)  0.1178
C (-1.259, -1.904, -2.917)  -0.0580
C (-0.733, -0.772, -2.870)  -0.4323
C (0.284, -0.277, -2.299)  -0.0002
H (0.480, 0.799, -2.381)  0.1183
C (-1.784, 0.282, -3.290)  -0.1794
C (-1.679, 0.733, -4.762)  -0.0845
H (-2.488, 1.299, -5.113)  0.0574
H (-1.953, -0.181, -5.333)  0.0926
H (-0.810, 1.074, -4.950)  0.0008
H (-2.784, -0.239, -3.106)  0.1186
H (-1.658, 1.366, -2.769)  0.1486
H (-2.267, -2.576, -3.183)  0.1843
H (-0.338, -4.045, -2.563)  0.0659
H (1.885, -3.347, -1.664)  0.1464
H (2.326, 1.152, -1.909)  0.1894
H (3.954, 0.324, -1.190)  0.0845
H (3.065, -0.020, 0.959)  0.1389
H (3.071, 1.781, 0.585)  0.1046
H (0.868, 1.740, 0.090)  0.1343
H (0.618, -0.005, 0.114)  0.0963
H (-4.090, 3.145, 0.855)  0.1219
H (-2.567, 3.495, 0.020)  0.1181
H (-2.753, 1.776, 0.488)  0.0511